This record from the Open Molecules 2025 dataset describes a single C2H3Cl2PS molecule. The level of theory is ωB97M-V with the def2-TZVPD basis set.

Each atom is followed by the atoms it is bonded to, with distances in Å.
CARTESIAN COORDINATES (ANGSTROEM)
1 C -1.502 -0.306 0.187  C2 1.321, H7 1.080, H8 1.080
2 C -0.539 0.507 -0.211  C1 1.321, P3 1.816, H9 1.080
3 P 1.199 0.028 0.014  C2 1.816, S4 2.322, Cl5 1.981, Cl6 1.993
4 S 1.397 -2.282 0.133  P3 2.322
5 Cl 2.090 0.749 -1.602  P3 1.981
6 Cl 1.877 1.182 1.489  P3 1.993
7 H -2.547 -0.077 0.042  C1 1.080
8 H -1.265 -1.243 0.670  C1 1.080
9 H -0.710 1.443 -0.721  C2 1.080

Computed properties:
total charge	0
max |F|	4.7	eV/Å
HOMO-LUMO gap	8.30	eV
relative energy (zero: lowest compared OMol25 entry of this formula, charge and spin)	22.6	kcal per mole
SMILES	C=CP(=S)(Cl)Cl

Results of the Mulliken charge analysis, in e, for atoms 1 through 6:
1 C -0.45
2 C -0.15
3 P 0.59
4 S -0.38
5 Cl -0.17
6 Cl -0.16